Below is a structure of composition C32H56Br17ClN5O, with properties calculated with wB97M-V/def2-TZVPD.

Values from the calculation:
E, hartree: -45820.03172
Total charge: +1
Highest occupied orbital energy, eV: -11.0
Frontier orbital gap, Eh: 0.26767

```
112
Properties=species:S:1:pos:R:3:forces:R:3:lowdin_charge:R:1
N 2.7734 4.6506 4.3543 -0.44 -0.38 -0.52 0.00
C 2.3860 3.6804 3.2948 -0.22 0.86 0.74 -0.28
C 2.6803 4.2447 1.8841 0.54 -1.88 -0.54 -0.16
C 2.9445 3.0183 0.9126 -0.26 1.06 -0.03 -0.16
C 1.6628 2.6682 0.0857 0.55 0.83 0.14 -0.14
N 1.4186 1.2191 -0.0705 2.65 -0.46 1.49 -0.15
C 2.5789 0.4342 -0.2823 -0.97 2.16 2.42 -0.62
N 3.4413 0.7433 -1.2574 2.86 1.18 2.81 -0.57
Br 5.0267 -0.1922 -1.4804 -0.48 0.39 -0.01 0.85
N 2.7328 -0.5728 0.6596 -0.24 0.99 -2.89 0.16
C 1.3902 -0.7406 1.2529 -1.42 -1.93 -0.24 -0.27
C 1.2313 -1.4678 2.6177 -0.29 0.67 0.09 -0.09
C 1.0470 -0.5105 3.8368 0.61 -0.69 -0.25 -0.07
C 1.8364 -0.8774 5.1019 -0.57 0.32 1.17 -0.45
O 1.4131 -0.4706 6.1667 0.03 -0.21 -0.36 0.07
N 3.0508 -1.6249 5.0873 0.17 1.76 -0.80 0.11
C 4.0033 -0.9319 4.1846 -0.55 -0.96 0.33 -0.25
C 4.5211 -1.6800 3.1233 0.37 0.94 -0.04 -0.04
C 5.3954 -1.0401 2.2322 -0.34 -0.15 0.53 -0.14
C 5.7075 0.3106 2.4533 0.29 0.03 -0.49 -0.10
C 5.2031 1.0400 3.5347 -0.52 -0.52 0.32 -0.08
C 4.3230 0.4029 4.4416 0.82 0.15 -1.13 -0.02
C 0.7132 0.5956 1.0600 0.01 2.05 -0.38 -0.59
Cl -1.0355 0.5648 0.6537 0.61 -0.55 0.06 0.67
H 3.3786 5.3639 3.9677 0.09 -0.09 0.30 0.06
H 3.2338 4.1602 5.1107 0.12 0.34 -0.02 0.06
H 1.3013 3.4772 3.4087 0.36 -0.02 -0.16 0.09
H 2.9201 2.7397 3.5203 -0.15 0.18 -0.66 0.08
H 3.6184 4.8254 1.8959 -0.60 0.09 0.09 0.11
H 1.8395 4.7977 1.4403 0.42 0.33 0.54 0.11
H 3.7274 3.3161 0.1910 -0.14 -0.37 0.44 0.11
H 3.3102 2.1983 1.5527 -0.12 0.00 -0.57 0.09
H 0.8078 3.1519 0.5893 0.01 -0.68 -0.38 0.13
H 1.7440 3.1578 -0.9022 -0.22 -0.36 0.30 0.13
H 3.2931 1.5174 -1.8924 0.16 0.12 0.39 0.07
H 2.9626 -1.3556 0.0336 0.56 -0.60 1.12 0.13
H 0.8665 -1.4208 0.5508 0.11 0.34 0.13 0.14
H 0.2989 -2.0533 2.5227 0.38 0.28 0.03 0.12
H 2.0231 -2.2191 2.7646 -0.18 0.52 -0.10 0.10
H 1.3170 0.5382 3.6117 0.08 -0.49 0.08 0.11
H -0.0192 -0.4837 4.1115 0.45 0.02 0.11 0.12
H 3.4394 -1.4635 6.0183 -0.37 -0.58 0.08 0.14
H 4.2083 -2.7227 3.0156 0.25 0.35 0.01 0.10
H 5.7965 -1.6202 1.3756 -0.41 1.15 1.34 -0.08
H 6.3701 0.7951 1.7244 -0.22 -0.06 0.42 0.10
H 5.4533 2.0958 3.6857 0.04 -0.45 -0.14 0.11
H 3.9195 0.9549 5.2972 0.04 -0.38 -0.28 0.13
H 0.8104 1.3661 1.8456 -0.24 -0.96 0.32 0.10
Br 0.5298 6.1499 7.2413 0.00 -0.01 0.05 0.64
C -0.0864 4.4001 7.8318 0.24 0.15 0.07 -0.67
C 0.0660 3.3697 6.7459 -0.21 -0.25 -0.02 -0.68
Br -1.3261 3.5576 5.3961 0.17 0.10 0.00 0.59
H -1.1138 4.5213 8.1631 0.01 -0.07 -0.07 0.05
H 0.5395 4.1515 8.6869 -0.01 -0.05 -0.04 0.06
H -0.0604 2.3659 7.1490 0.00 0.03 0.02 0.06
H 1.0199 3.4311 6.2289 -0.03 0.13 0.04 0.02
Br 0.5835 -0.2595 -5.8871 0.23 0.04 0.09 0.67
C 0.6885 -1.6647 -4.5464 -0.28 -0.06 -0.24 -0.67
C 0.2672 -1.1574 -3.1931 -0.01 0.24 -0.10 -0.57
Br 1.6840 -0.0708 -2.3667 -3.92 -3.74 -4.88 1.08
H 1.7068 -2.0449 -4.5658 -0.03 0.04 0.06 0.05
H 0.0085 -2.4421 -4.8929 -0.02 0.03 0.04 0.05
H 0.1073 -1.9859 -2.5036 0.07 0.03 -0.01 0.07
H -0.6301 -0.5440 -3.2292 0.00 -0.09 -0.08 0.05
Br -3.0741 1.6906 3.0535 -0.17 -0.01 0.16 0.56
C -4.3423 0.3863 2.3653 -0.02 0.33 0.04 -0.69
C -4.6503 -0.6678 3.3938 0.00 -0.26 -0.12 -0.68
Br -3.1943 -1.9554 3.5464 0.03 0.05 0.06 0.60
H -3.9165 -0.0208 1.4519 -0.04 -0.08 0.06 0.03
H -5.2358 0.9578 2.1208 -0.02 -0.06 0.04 0.06
H -5.5181 -1.2530 3.0951 0.03 0.03 -0.03 0.06
H -4.8169 -0.2595 4.3861 0.05 0.05 -0.05 0.06
Br -1.7574 -3.2034 -8.2325 -0.05 -0.04 0.05 0.60
C -3.1874 -1.8921 -8.0500 0.16 -0.03 -0.13 -0.69
C -2.9939 -1.0413 -6.8242 -0.31 0.07 0.03 -0.68
Br -3.4812 -2.0023 -5.1989 0.29 0.04 0.13 0.57
H -4.1239 -2.4426 -8.0453 0.02 0.05 0.04 -0.02
H -3.1330 -1.2825 -8.9501 0.00 0.04 0.06 0.06
H -3.6541 -0.1759 -6.8512 -0.03 -0.06 -0.04 0.07
H -1.9706 -0.7091 -6.6905 -0.03 -0.05 -0.07 -0.04
Br -6.4106 -3.5274 -6.5848 -0.08 0.09 -0.03 0.62
C -8.0223 -3.4025 -7.6709 0.04 -0.22 0.13 -0.67
C -7.7239 -3.6824 -9.1184 -0.13 0.21 -0.18 -0.72
Br -6.8591 -2.1591 -9.9755 0.10 -0.06 0.01 0.61
H -8.4420 -2.4149 -7.5029 0.03 -0.02 -0.06 0.05
H -8.6991 -4.1538 -7.2674 0.01 -0.01 -0.08 0.06
H -8.6449 -3.8382 -9.6778 0.01 0.00 0.04 0.06
H -7.0679 -4.5380 -9.2612 -0.17 0.29 0.08 -0.08
Br -3.2681 10.8655 7.0893 -0.05 -0.05 0.05 0.61
C -2.6192 9.1017 7.5970 0.16 0.27 -0.05 -0.70
C -2.5350 8.1820 6.4089 -0.16 -0.30 0.06 -0.72
Br -4.2952 7.5293 5.8889 0.03 0.04 -0.07 0.60
H -3.2816 8.7330 8.3748 0.00 -0.05 -0.07 0.05
H -1.6295 9.2730 8.0171 0.00 -0.06 -0.04 0.05
H -1.9630 7.2900 6.6552 -0.02 0.08 0.02 -0.02
H -2.1015 8.6545 5.5322 -0.02 0.06 0.07 0.05
Br -7.7591 -6.1359 -12.5654 0.03 0.09 0.09 0.61
C -5.9100 -6.3018 -11.9812 -0.14 -0.08 -0.24 -0.69
C -5.7443 -7.4236 -10.9896 0.17 0.08 0.16 -0.67
Br -6.3999 -6.9116 -9.2297 0.09 -0.41 0.03 0.68
H -5.6168 -5.3340 -11.5830 0.02 -0.06 0.04 0.05
H -5.3417 -6.5056 -12.8868 0.02 -0.04 0.05 0.06
H -4.6903 -7.6546 -10.8459 -0.01 0.05 -0.02 0.06
H -6.2739 -8.3282 -11.2733 -0.03 0.08 -0.05 0.05
Br 6.3463 -2.8752 -0.2418 0.32 -0.89 -0.82 0.69
C 7.2750 -4.4684 0.3944 0.24 -0.06 -0.23 -0.62
C 6.4246 -5.6980 0.2250 -0.12 -0.13 0.24 -0.68
Br 5.0358 -5.7906 1.5862 -0.04 0.06 -0.09 0.62
H 7.5535 -4.2791 1.4273 -0.09 0.00 -0.01 0.06
H 8.1751 -4.5357 -0.2136 -0.04 -0.01 -0.02 0.07
H 7.0226 -6.5966 0.3639 0.05 0.07 0.00 0.07
H 5.9266 -5.7433 -0.7390 0.06 0.05 0.01 0.05
```
Positions in Å, forces in eV/Å.